1.
The following is a quantum chemistry calculation of a gas-phase ion, C5H12N (charge +1) in a non-equilibrium geometry, from the OMol25 dataset.

Geometry as ORCA input:
```
! wB97M-V def2-TZVPD RIJCOSX def2/J DEFGRID3
* xyz 1 1
C 0.1913 1.2716 -0.9315
C 0.6225 -0.1100 -0.3237
C -0.0512 -0.5322 0.9750
C -1.5629 -0.5863 0.8216
C -2.3588 -0.8280 -0.3173
N 2.0626 -0.0093 0.0576
H 0.6270 2.1472 -0.2435
H 0.5620 1.4955 -1.9655
H -0.8034 1.2787 -1.0546
H 0.5086 -0.9209 -1.1183
H 0.2208 0.2495 1.7443
H 0.2968 -1.4747 1.3905
H -2.0954 -0.1291 1.7049
H -3.4181 -1.0165 -0.0850
H -2.1999 -0.9779 -1.3671
H 2.6638 0.6111 -0.5093
H 2.5643 -0.9076 0.2234
H 2.1700 0.4388 0.9983
*
```

Output
Relative energy (zero: lowest compared OMol25 entry of this formula, charge and spin): 2.230 eV
Structure (SMILES): C=CC[C@@H](C)[NH3+]
Frontier orbital gap: 9.4 eV

Löwdin atomic charge list, values in e, 5 entries: -0.017, -0.349, -0.190, -0.140, 0.040

2.
The following is a quantum chemistry calculation of a molecular structure, C15H18B3F2N10Tl, from the OMol25 dataset.

Geometry as ORCA input:
```
! wB97M-V def2-TZVPD RIJCOSX def2/J DEFGRID3
* xyz -2 1
Tl -0.0794 -0.6860 0.2749
C -1.3837 -2.3029 -3.3417
C -0.3613 -2.8357 -2.4915
N 0.6311 -2.1522 -2.0417
N -0.5430 -0.1060 -2.8954
C -1.4748 -0.9329 -3.3858
B -0.9541 1.3609 -2.7598
N -2.3570 1.4517 -2.0554
C -3.3429 2.3194 -2.3458
C -4.3684 2.1282 -1.4405
C -3.8985 1.0832 -0.6259
N -2.6886 0.6908 -1.0016
N 0.0425 2.1908 -1.9121
C 0.9258 3.0913 -2.3678
C 1.6555 3.5655 -1.2957
C 1.1276 2.8666 -0.2004
N 0.1563 2.0471 -0.5813
H -2.1988 -2.9164 -3.7031
H -0.5069 -3.8597 -2.1165
H -2.3846 -0.4747 -3.7739
H -1.0794 1.9408 -3.8291
H -3.2389 3.0080 -3.1681
H -5.3094 2.6511 -1.3873
H -4.3813 0.6061 0.2139
H 0.9793 3.3172 -3.4197
H 2.4557 4.2866 -1.3080
H 1.4190 2.9086 0.8383
B 2.0288 -0.6000 4.1995
N 2.7333 -1.3158 3.0099
C 3.7382 -2.2037 3.0428
C 4.0988 -2.5100 1.7436
C 3.2267 -1.7369 0.9618
N 2.4148 -1.0235 1.7345
N 0.4901 -0.7879 4.0905
C -0.4176 0.1529 3.7719
C -1.6649 -0.4396 3.7371
C -1.3995 -1.7810 4.0562
N -0.1033 -1.9801 4.2716
H 2.2453 0.5955 4.1433
H 2.4425 -1.0926 5.2307
H 4.1116 -2.5616 3.9887
H 4.8565 -3.2012 1.4133
H 3.1281 -1.6832 -0.1130
H -0.1058 1.1629 3.5639
H -2.6064 0.0185 3.4838
H -2.0919 -2.6063 4.1345
F 1.6476 -0.0076 -1.7732
B 0.8388 -0.7826 -2.6670
F 1.5464 -0.8638 -3.9032
*
```

Output
Relative energy (zero: lowest compared OMol25 entry of this formula, charge and spin): 0.332 eV
Frontier orbital gap: 6.6 eV

Löwdin atomic charge list, values in e, 5 entries: 0.932, -0.106, -0.265, 0.085, 0.139